Computed, not measured: a molecular structure, C11H13ClMoN2O2 in a non-equilibrium geometry, with the ωB97M-V functional and the def2-TZVPD basis.

ORCA input file:
```
! RIJCOSX wB97M-V def2-TZVPD def2/J DEFGRID3
* xyz 2 3
Cl 0.1456 2.5018 -1.7322
C -1.8722 -0.6810 -2.3265
C -1.0201 -1.7934 -2.0512
C 0.2276 -1.5657 -2.7013
H -1.3112 -2.7123 -1.5639
C 0.1690 -0.3097 -3.4018
C -1.1579 0.2308 -3.1689
H -1.5002 1.1921 -3.5493
H -2.9092 -0.5804 -2.0443
H 1.0628 -2.2545 -2.7804
C 1.2460 0.3275 -4.2023
Mo -0.0751 0.2110 -1.2065
C 1.9162 0.5480 -0.6507
O 2.9267 0.8849 -0.2264
C -1.1673 1.1760 0.3875
O -1.6139 1.8166 1.2485
H 2.2404 0.0802 -3.8169
H 1.1490 1.4177 -4.1903
H 1.2167 0.0068 -5.2493
C 1.0860 -0.6875 4.3708
N 0.0044 -0.0134 3.6374
C -1.0778 0.6724 4.3662
C 0.0722 -0.0848 2.3583
N 0.2254 -0.3388 1.1971
H 0.8859 -0.5622 5.4407
H 2.0658 -0.2410 4.0996
H 1.1168 -1.7663 4.0997
H -1.1071 1.7431 4.1139
H -2.0595 0.2387 4.1098
H -0.8849 0.5432 5.4328
*
```

Results
Energy above the lowest of the compared OMol25 structures with the same formula, charge and spin, eV: 0.000
LUMO level (spin up / spin down), eV: -9.06 / -9.88
Molar mass, g/mol: 336.6
⟨S²⟩: 2.02
Highest occupied orbital energy (spin up / spin down), Ha: -0.610 / -0.613